# 1
This record from the OMol25 dataset describes a structure of composition C28H26BF6N5O7PPbS5. The level of theory is ωB97M-V/def2-TZVPD.

```
! wB97M-V def2-TZVPD RIJCOSX def2/J DEFGRID3
* xyz 1 1
Pb 1.13 0.23 1.39
C 2.74 2.03 4.35
N 3.10 0.62 4.40
C 4.37 0.15 4.68
C 4.26 -1.20 4.75
N 2.95 -1.55 4.52
B 2.45 -2.98 4.92
N 1.39 -3.60 3.92
C 0.50 -4.54 4.39
C -0.17 -5.07 3.34
N 0.34 -4.46 2.22
C -0.06 -4.78 0.85
C 1.28 -3.58 2.59
S 2.12 -2.58 1.43
C 2.25 -0.42 4.30
S 0.56 -0.29 3.95
H 3.52 2.59 4.87
H 1.79 2.18 4.85
H 2.66 2.39 3.33
H 5.21 0.80 4.81
H 5.00 -1.95 4.97
H 3.42 -3.70 4.93
H 1.90 -2.92 5.99
H 0.42 -4.74 5.45
H -0.95 -5.81 3.29
H -0.51 -5.77 0.86
H 0.82 -4.78 0.22
H -0.76 -4.04 0.48
O 2.41 -1.26 -1.81
S 1.14 -1.92 -2.06
O -0.11 -0.83 -1.68
O 0.86 -2.02 0.60
C 0.87 -1.71 -3.83
C 1.53 -2.50 -4.75
C 1.36 -2.20 -6.10
C 0.54 -1.15 -6.50
C -0.12 -0.37 -5.57
C 0.04 -0.66 -4.22
P -0.72 0.11 -2.81
C -2.46 -0.17 -2.82
C -3.00 -1.10 -1.93
C -4.35 -1.43 -2.03
C -5.13 -0.83 -3.01
C -4.59 0.09 -3.89
C -3.25 0.43 -3.80
C -0.17 1.76 -2.63
C -0.98 2.86 -2.27
C -0.39 4.11 -2.12
C 0.96 4.27 -2.31
C 1.77 3.20 -2.68
C 1.21 1.95 -2.84
H 2.18 -3.31 -4.44
H 1.86 -2.81 -6.84
H 0.43 -0.93 -7.56
H -0.75 0.46 -5.89
H -2.38 -1.55 -1.17
H -4.78 -2.14 -1.35
H -6.18 -1.09 -3.08
H -5.21 0.56 -4.64
H -2.84 1.17 -4.48
H -2.72 3.46 -1.76
H -1.01 4.95 -1.80
H 1.40 5.25 -2.16
H 2.83 3.34 -2.83
H 1.84 1.11 -3.10
F 0.27 5.63 3.45
C -0.51 4.59 3.17
F -1.77 4.97 3.19
F -0.32 3.65 4.08
S -0.06 3.96 1.47
O 0.87 2.87 1.68
O 0.39 5.12 0.78
N -1.44 3.43 0.86
S -2.07 2.01 1.08
O -2.29 2.65 -2.06
O -1.20 0.84 0.78
C -4.38 2.31 0.87
F -4.72 1.34 0.03
F -4.40 3.39 0.10
F -2.19 1.90 2.65
*
```

Summary:
M in g mol⁻¹: 1067.853
Highest occupied orbital energy in eV: -10.453
E_LUMO in eV: -2.88
Energy above the lowest of the compared OMol25 structures with the same formula, charge and spin in kJ/mol: 41.2
E in eV: -136928.9353

=====

# 2
This record from the OMol25 dataset describes a structure of composition C28H26BrCl5N2OP2Ti. The level of theory is ωB97M-V/def2-TZVPD.

```
! wB97M-V def2-TZVPD RIJCOSX def2/J DEFGRID3
* xyz 2 1
Ti 0.18 0.32 -0.05
Br 6.14 1.50 4.37
C 4.54 1.41 3.40
C 3.57 2.41 3.57
C 2.38 2.38 2.88
C 2.14 1.34 1.98
O 1.01 1.27 1.29
C 3.10 0.32 1.81
C 2.84 -0.80 0.97
N 1.80 -0.98 0.21
C 1.66 -2.27 -0.41
C 2.67 -3.11 -0.78
C 2.36 -4.40 -1.27
C 1.06 -4.83 -1.36
C 0.00 -3.96 -1.00
C -1.36 -4.32 -1.04
C -2.31 -3.40 -0.69
C -1.91 -2.10 -0.35
N -0.65 -1.73 -0.30
C 0.31 -2.66 -0.58
C 4.30 0.37 2.54
H 3.76 3.21 4.27
H 1.63 3.14 3.02
H 3.58 -1.59 1.02
H 3.71 -2.81 -0.71
H 3.17 -5.05 -1.56
H 0.83 -5.83 -1.70
H -1.64 -5.33 -1.34
H -3.36 -3.64 -0.70
H -2.65 -1.35 -0.12
H 5.04 -0.42 2.42
C 1.00 -1.03 -3.51
P -0.24 0.04 -2.71
C -1.83 -0.61 -3.30
C -0.03 1.64 -3.58
C 1.28 2.29 -3.14
P 1.42 2.28 -1.31
C 0.84 3.91 -0.75
C 3.21 2.32 -1.02
H 0.88 -0.98 -4.60
H 0.86 -2.06 -3.20
H 2.01 -0.73 -3.25
H -1.87 -0.52 -4.39
H -2.65 -0.05 -2.87
H -1.93 -1.66 -3.04
H -0.89 2.27 -3.35
H -0.05 1.46 -4.66
H 1.37 3.31 -3.51
H 2.13 1.73 -3.54
H 1.56 4.67 -1.05
H 0.75 3.91 0.33
H -0.13 4.14 -1.19
H 3.65 3.10 -1.65
H 3.67 1.37 -1.28
H 3.43 2.56 0.02
Cl -0.60 -1.13 2.89
C -1.80 -0.04 2.27
C -1.58 0.56 1.04
C -2.54 1.45 0.60
Cl -2.22 2.24 -0.93
C -3.70 1.75 1.30
Cl -4.84 2.86 0.67
C -3.90 1.12 2.53
Cl -5.32 1.44 3.42
C -2.94 0.22 3.02
Cl -3.19 -0.54 4.53
*
```

Summary:
M in g mol⁻¹: 773.513
Highest occupied orbital energy in eV: -13.717
E_LUMO in eV: -6.88
Energy above the lowest of the compared OMol25 structures with the same formula, charge and spin in kJ/mol: 11.8
E in eV: -208823.2678

=====

# 3
This record from the OMol25 dataset describes a structure of composition C28H26CaF3N2O4S4. The level of theory is ωB97M-V/def2-TZVPD.

```
! wB97M-V def2-TZVPD RIJCOSX def2/J DEFGRID3
* xyz -1 1
Ca -0.54 1.76 0.05
C 0.18 -1.90 2.76
C 1.57 -1.27 2.83
S 2.49 -1.13 1.29
C 2.73 -2.85 0.80
C 1.55 -3.54 0.09
S 0.80 -2.51 -1.20
C -0.98 -2.62 -0.87
C -1.48 -2.53 0.56
S -0.97 -1.11 1.58
H -0.29 -1.83 3.74
H 0.24 -2.95 2.51
H 2.17 -1.82 3.57
H 1.50 -0.23 3.16
H 3.03 -3.44 1.67
H 3.58 -2.81 0.13
H 0.77 -3.82 0.79
H 1.91 -4.46 -0.37
H -1.37 -3.54 -1.31
H -1.39 -1.79 -1.44
H -1.24 -3.43 1.13
H -2.57 -2.48 0.50
O 1.66 2.11 -0.60
N 2.35 2.67 0.29
N 1.98 2.41 1.50
O 0.95 1.64 1.81
C 2.68 3.07 2.56
C 3.91 3.68 2.34
C 4.55 4.31 3.40
C 3.97 4.33 4.66
C 2.75 3.71 4.86
C 2.10 3.08 3.81
H 4.34 3.66 1.35
H 5.50 4.79 3.23
H 4.48 4.82 5.49
H 2.29 3.72 5.84
H 1.14 2.60 3.94
O -1.79 7.23 -5.30
C -2.19 5.98 -4.92
O -2.66 5.26 -5.75
C -1.90 5.60 -3.51
C -2.51 4.46 -3.00
C -2.31 4.07 -1.69
C -1.47 4.79 -0.82
S -1.18 4.32 0.83
C -0.84 5.93 -1.36
C -1.05 6.32 -2.67
H -1.48 7.72 -4.53
H -3.15 3.89 -3.66
H -2.83 3.19 -1.30
H -0.16 6.49 -0.73
H -0.51 7.19 -3.03
F -8.24 -4.39 -1.90
C -8.39 -3.28 -1.15
F -9.39 -2.57 -1.73
F -8.84 -3.67 0.05
C -7.12 -2.49 -1.06
C -6.54 -2.02 -2.23
C -5.37 -1.29 -2.19
C -4.75 -1.01 -0.97
C -5.34 -1.50 0.20
C -6.52 -2.23 0.16
C -3.52 -0.27 -0.91
C -2.45 0.32 -0.83
H -7.02 -2.22 -3.18
H -4.92 -0.92 -3.10
H -4.86 -1.29 1.15
H -6.96 -2.60 1.07
*
```

Summary:
M in g mol⁻¹: 679.866
Highest occupied orbital energy in eV: -4.960
E_LUMO in eV: 2.15
Energy above the lowest of the compared OMol25 structures with the same formula, charge and spin in kJ/mol: 0.0
E in eV: -110562.0339

=====

# 4
This record from the OMol25 dataset describes a cluster of 5 separate species, C28H26ClIN4O11 in total. The level of theory is ωB97M-V/def2-TZVPD.

```
! wB97M-V def2-TZVPD RIJCOSX def2/J DEFGRID3
* xyz 0 1
C 0.58 -0.50 0.80
C 0.72 -2.01 0.89
I 2.41 -2.64 -0.29
C -0.51 -2.74 0.39
O -1.49 -2.96 1.45
C -2.01 -1.94 2.13
O -1.53 -1.39 3.07
O -3.32 -1.62 1.79
Cl -3.59 -1.51 0.13
H 0.75 -0.14 -0.21
H -0.41 -0.18 1.12
H 1.32 0.00 1.43
H 0.96 -2.34 1.90
H -0.29 -3.74 0.04
H -0.96 -2.19 -0.43
C -0.49 2.20 6.65
C 0.49 2.93 6.00
C 0.49 3.02 4.62
C -0.51 2.37 3.92
C -1.50 1.64 4.54
C -1.48 1.55 5.92
N -0.52 2.46 2.45
O 0.40 3.06 1.91
O -1.44 1.93 1.86
H -0.49 2.13 7.73
H 1.27 3.43 6.57
H 1.25 3.57 4.09
H -2.25 1.13 3.95
H -2.25 0.98 6.43
C 5.18 -9.04 -1.02
C 5.77 -8.09 -0.21
C 5.71 -6.75 -0.55
C 5.05 -6.40 -1.72
C 4.46 -7.33 -2.54
C 4.53 -8.67 -2.19
N 4.97 -4.97 -2.09
O 5.51 -4.17 -1.36
O 4.35 -4.68 -3.10
H 5.23 -10.09 -0.74
H 6.28 -8.38 0.70
H 6.16 -5.98 0.06
H 3.95 -7.02 -3.44
H 4.07 -9.42 -2.82
C 2.19 6.31 -2.42
C 1.73 5.71 -1.26
C 1.88 4.34 -1.07
C 2.50 3.61 -2.07
C 2.96 4.19 -3.24
C 2.80 5.56 -3.41
N 2.67 2.16 -1.88
O 2.25 1.68 -0.85
O 3.21 1.53 -2.76
H 2.06 7.38 -2.56
H 1.24 6.30 -0.49
H 1.52 3.85 -0.18
H 3.44 3.58 -3.99
H 3.16 6.03 -4.31
C -6.36 0.58 -1.31
C -5.57 1.61 -0.82
C -5.64 2.87 -1.39
C -6.50 3.07 -2.44
C -7.30 2.06 -2.96
C -7.22 0.80 -2.38
N -6.59 4.42 -3.05
O -5.87 5.28 -2.60
O -7.37 4.57 -3.96
H -6.31 -0.40 -0.86
H -4.90 1.43 0.01
H -5.03 3.69 -1.02
H -7.96 2.26 -3.79
H -7.83 0.00 -2.77
*
```

Summary:
M in g mol⁻¹: 756.890
Highest occupied orbital energy in eV: -9.191
E_LUMO in eV: -0.52
E in eV: -78550.9777

=====

# 5
This record from the OMol25 dataset describes a structure of composition C28H26ClN3NiOSe. The level of theory is ωB97M-V/def2-TZVPD.

```
! wB97M-V def2-TZVPD RIJCOSX def2/J DEFGRID3
* xyz 0 3
Ni 0.57 0.00 0.72
Cl 6.17 -4.18 2.53
C 4.74 -3.19 2.43
C 3.67 -3.45 3.30
C 2.53 -2.69 3.24
C 2.38 -1.62 2.31
O 1.31 -0.93 2.32
C 3.49 -1.38 1.43
C 3.51 -0.33 0.46
N 2.53 0.48 0.20
C 2.65 1.49 -0.74
C 3.83 2.01 -1.25
C 3.81 3.04 -2.20
C 2.63 3.58 -2.64
C 1.41 3.10 -2.12
C 0.15 3.63 -2.48
C -0.98 3.14 -1.89
C -0.87 2.12 -0.94
N 0.28 1.58 -0.60
C 1.42 2.06 -1.16
C 4.65 -2.18 1.52
H 3.75 -4.26 4.02
H 1.70 -2.87 3.91
H 4.44 -0.23 -0.10
H 4.78 1.65 -0.90
H 4.75 3.42 -2.57
H 2.62 4.38 -3.36
H 0.10 4.42 -3.22
H -1.96 3.53 -2.14
H -1.75 1.73 -0.44
H 5.48 -1.98 0.86
C -6.52 2.15 -1.40
C -5.34 1.58 -0.65
C -5.23 1.71 0.73
C -4.14 1.19 1.43
C -4.09 1.38 2.92
C -3.13 0.50 0.73
Se -1.64 -0.20 1.73
C -3.25 0.34 -0.65
C -2.22 -0.43 -1.44
C -4.34 0.89 -1.32
H -7.22 2.62 -0.71
H -7.05 1.38 -1.96
H -6.19 2.91 -2.11
H -6.00 2.23 1.28
H -4.95 1.96 3.26
H -3.17 1.89 3.22
H -4.10 0.42 3.44
H -1.45 -0.85 -0.78
H -1.73 0.20 -2.18
H -2.70 -1.25 -1.97
H -4.41 0.75 -2.40
C 2.55 -4.70 -0.16
C 1.07 -4.31 -0.13
C 0.87 -2.88 -0.32
N 0.71 -1.76 -0.47
H 2.66 -5.75 0.11
H 3.13 -4.10 0.55
H 2.97 -4.55 -1.16
H 0.62 -4.56 0.83
H 0.51 -4.82 -0.90
*
```

Summary:
M in g mol⁻¹: 593.642
Highest occupied orbital energy (spin up / spin down) in eV: -6.774 / -6.734
E_LUMO (spin up / spin down) in eV: -0.78 / -0.83
E in eV: -154889.4978

=====

# 6
This record from the OMol25 dataset describes a cluster of 2 separate species, C28H26F3N3O5S3 in total. The level of theory is ωB97M-V/def2-TZVPD.

```
! wB97M-V def2-TZVPD RIJCOSX def2/J DEFGRID3
* xyz 0 1
C 2.86 3.53 -3.68
N 1.42 3.46 -3.79
C 0.86 3.85 -5.07
C 0.63 3.12 -2.75
C 1.19 2.69 -1.52
C 0.38 2.24 -0.51
N -1.01 2.28 -0.60
C -1.82 1.85 0.42
C -1.29 0.84 1.30
C -1.96 -0.51 1.28
C -1.68 -1.39 2.34
C -2.33 -2.62 2.43
C -3.24 -3.01 1.43
C -3.44 -2.18 0.33
C -2.78 -0.95 0.23
O -0.29 1.03 2.01
C -1.56 2.77 -1.77
C -0.79 3.16 -2.83
H 3.28 2.56 -3.40
H 3.24 3.82 -4.66
H 3.17 4.27 -2.94
H -0.03 3.25 -5.32
H 0.56 4.91 -5.08
H 1.63 3.69 -5.83
H 2.26 2.70 -1.33
H 0.79 1.85 0.41
H -2.89 1.94 0.24
H -0.97 -1.08 3.10
H -2.13 -3.27 3.28
H -3.78 -3.95 1.53
H -4.13 -2.48 -0.46
H -2.90 -0.32 -0.65
H -2.65 2.80 -1.78
H -1.29 3.52 -3.73
F -5.89 2.93 1.85
C -5.92 3.44 3.12
F -6.42 4.69 3.07
F -6.76 2.68 3.87
S -4.17 3.35 3.74
N -4.57 3.22 5.43
S -4.89 4.65 6.51
C -6.56 4.55 7.19
C -7.33 5.71 7.03
C -8.60 5.79 7.59
C -9.12 4.72 8.33
C -8.31 3.59 8.56
C -7.03 3.52 8.00
O -3.91 4.49 7.55
O -4.88 5.79 5.63
S -3.98 1.81 6.19
C -4.71 0.66 5.06
C -5.75 -0.16 5.48
C -6.40 -0.95 4.53
C -6.02 -0.88 3.19
C -4.97 -0.05 2.79
C -4.19 0.56 3.76
O -2.55 1.74 6.12
O -4.68 1.71 7.44
H -6.93 6.54 6.46
H -9.18 6.71 7.46
H -10.12 4.77 8.74
H -8.69 2.78 9.18
H -6.41 2.65 8.19
H -6.05 -0.13 6.53
H -7.21 -1.61 4.84
H -6.53 -1.49 2.44
H -4.73 0.10 1.74
H -3.19 0.93 3.55
*
```

Summary:
M in g mol⁻¹: 637.727
Highest occupied orbital energy in eV: -6.353
E_LUMO in eV: 0.18
Energy above the lowest of the compared OMol25 structures with the same formula, charge and spin in kJ/mol: 63.4
E in eV: -84819.4106

=====

# 7
This record from the OMol25 dataset describes a cluster of 2 separate species, C28H26IO6 in total. The level of theory is ωB97M-V/def2-TZVPD.

```
! wB97M-V def2-TZVPD RIJCOSX def2/J DEFGRID3
* xyz 1 1
C -7.26 -1.51 -0.18
O -6.48 -0.83 0.83
C -5.20 -0.45 0.53
C -4.45 0.07 1.61
C -3.15 0.47 1.41
C -2.56 0.48 0.11
C -1.26 1.06 -0.05
C -0.79 1.79 -1.18
C 0.43 2.55 -1.05
C 0.92 3.26 -2.12
C 0.29 3.18 -3.38
O 0.94 3.84 -4.38
C 2.17 4.42 -3.77
C 2.10 4.16 -2.26
C -0.91 2.46 -3.54
C -1.45 1.83 -2.44
C -3.28 -0.19 -0.92
C -4.60 -0.59 -0.74
H -8.12 -1.91 0.37
H -7.61 -0.80 -0.95
H -6.69 -2.34 -0.64
H -4.93 0.09 2.59
H -2.56 0.80 2.26
H -0.67 1.14 0.86
H 0.96 2.59 -0.09
H 3.04 3.92 -4.22
H 2.20 5.49 -4.01
H 1.95 5.10 -1.72
H 3.00 3.68 -1.87
H -1.37 2.42 -4.52
H -2.43 1.37 -2.55
H -2.78 -0.48 -1.85
H -5.15 -1.04 -1.56
C 1.56 -3.76 2.27
C 0.32 -3.07 2.81
C -0.20 -3.76 4.08
O 0.59 -1.68 3.18
C 0.91 -0.84 2.13
O 1.55 0.17 2.37
C 0.42 -1.22 0.82
I 1.62 -0.89 -0.83
C 3.63 -0.34 -0.23
C 3.90 0.93 0.27
C 5.24 1.27 0.54
C 6.27 0.34 0.33
C 5.96 -0.93 -0.17
C 4.63 -1.26 -0.49
C -0.51 -2.33 0.68
O -1.07 -2.62 -0.37
O -0.73 -3.08 1.83
H 1.98 -3.23 1.41
H 2.32 -3.83 3.06
H 1.28 -4.78 1.98
H -1.09 -3.24 4.45
H -0.45 -4.80 3.86
H 0.56 -3.73 4.87
H 3.10 1.64 0.44
H 5.47 2.26 0.90
H 7.30 0.61 0.55
H 6.74 -1.66 -0.34
H 4.39 -2.23 -0.96
*
```

Summary:
M in g mol⁻¹: 585.414
Highest occupied orbital energy in eV: -10.835
E_LUMO in eV: -4.71
Energy above the lowest of the compared OMol25 structures with the same formula, charge and spin in kJ/mol: 0.0
E in eV: -49834.1343